1.
{"formula": "C31H27CoNO7SSi", "method": "ωB97M-V/def2-TZVPD", "homo_energy_ev": [-5.7, -5.7], "spin_multiplicity": 1, "gap_ha": [0.284, 0.284], "total_charge": -1, "e_lumo_ev": [2.032, 2.056], "species": ["Co", "O", "C", "O", "C", "C", "C", "C", "C", "O", "C", "C", "O", "O", "H", "H", "H", "H", "H", "H", "H", "H", "O", "N", "C", "C", "C", "C", "C", "S", "H", "H", "H", "H", "O", "Si", "C", "C", "C", "C", "C", "C", "C", "C", "C", "C", "C", "C", "C", "C", "C", "C", "C", "C", "H", "H", "H", "H", "H", "H", "H", "H", "H", "H", "H", "H", "H", "H", "H"], "xyz": [[1.3148, 0.2116, -1.1014], [3.5320, -1.7858, -3.7345], [3.2788, -0.9292, -2.9064], [2.1776, -0.2761, -2.7785], [4.3950, -0.4725, -1.9384], [4.2171, 1.0129, -1.6116], [5.4651, 1.5663, -0.9048], [5.3269, 0.9408, 0.5048], [4.0252, 0.1417, 0.3420], [3.2539, 0.9666, -0.5460], [4.2960, -1.1053, -0.5193], [3.1188, -2.0730, -0.3123], [3.3359, -3.2376, -0.0121], [1.9708, -1.5081, -0.3719], [5.3406, -0.7050, -2.4238], [3.8389, 1.6198, -2.4297], [5.4120, 2.6544, -0.8570], [6.3856, 1.2870, -1.4159], [5.2228, 1.7057, 1.2744], [6.1570, 0.2870, 0.7682], [3.4610, -0.0439, 1.2524], [5.2046, -1.6324, -0.2379], [1.0215, 1.0724, 0.7226], [0.4098, 2.2313, 0.7614], [-0.2211, 2.5702, 1.9022], [-0.8201, 3.7917, 2.0583], [-0.7893, 4.6967, 0.9948], [-0.1871, 4.3177, -0.1803], [0.4118, 3.0569, -0.3206], [1.1253, 2.5287, -1.7769], [-0.2182, 1.8063, 2.6668], [-1.3033, 4.0300, 2.9938], [-1.2386, 5.6755, 1.0947], [-0.1643, 4.9671, -1.0440], [-0.5234, -0.0925, -1.1945], [-1.7205, -0.7347, -0.3700], [-3.2334, 0.3865, -0.5634], [-3.0981, 1.6215, -1.1967], [-4.1575, 2.5164, -1.2642], [-5.3810, 2.1873, -0.6966], [-5.5400, 0.9578, -0.0717], [-4.4753, 0.0695, -0.0079], [-1.3923, -0.8166, 1.5080], [-0.2745, -1.5168, 1.9739], [0.0209, -1.5848, 3.3270], [-0.7973, -0.9519, 4.2527], [-1.9039, -0.2408, 3.8123], [-2.1933, -0.1749, 2.4548], [-2.0836, -2.4979, -0.9552], [-1.0482, -3.4362, -0.9264], [-1.2674, -4.7568, -1.2875], [-2.5286, -5.1634, -1.7030], [-3.5601, -4.2390, -1.7728], [-3.3360, -2.9196, -1.4005], [-2.1411, 1.8749, -1.6433], [-4.0314, 3.4722, -1.7594], [-6.2071, 2.8873, -0.7403], [-6.4938, 0.6947, 0.3711], [-4.6093, -0.8862, 0.4894], [0.3929, -1.9927, 1.2685], [0.8951, -2.1335, 3.6574], [-0.5724, -1.0111, 5.3113], [-2.5434, 0.2621, 4.5298], [-3.0579, 0.3919, 2.1276], [-0.0499, -3.1258, -0.6347], [-0.4505, -5.4668, -1.2468], [-2.7035, -6.1969, -1.9779], [-4.5400, -4.5468, -2.1200], [-4.1507, -2.2060, -1.4641]]}

=====

2.
{"formula": "C31H28AsCuN2O2PS", "method": "ωB97M-V/def2-TZVPD", "homo_energy_ev": -4.6, "spin_multiplicity": 1, "gap_ha": 0.258, "relative_energy_kcal_mol": 12.7, "total_charge": -1, "e_lumo_ev": 2.419, "species": ["Cu", "C", "C", "As", "C", "C", "C", "C", "C", "C", "C", "C", "C", "C", "C", "C", "P", "C", "C", "C", "C", "C", "C", "C", "C", "C", "C", "C", "C", "H", "H", "H", "H", "H", "H", "H", "H", "H", "H", "H", "H", "H", "H", "H", "H", "H", "H", "H", "H", "H", "H", "H", "H", "O", "C", "C", "C", "C", "O", "N", "H", "H", "H", "H", "S", "C", "N"], "xyz": [[-3.3833, -0.6845, 1.0434], [0.5668, -0.1736, 0.1900], [1.3280, -0.9213, 1.2808], [3.2287, -0.4315, 1.4925], [3.8801, -0.8841, -0.2911], [5.0457, -0.2782, -0.7625], [5.5780, -0.6263, -1.9960], [4.9561, -1.5963, -2.7746], [3.8092, -2.2211, -2.3046], [3.2798, -1.8708, -1.0676], [3.0064, 1.5010, 1.2849], [2.9649, 2.1685, 0.0630], [2.7430, 3.5391, 0.0166], [2.5523, 4.2569, 1.1896], [2.5871, 3.6000, 2.4120], [2.8204, 2.2322, 2.4563], [-1.1942, -0.7275, 0.0381], [-0.9277, -2.4959, -0.4762], [-0.1190, -2.9709, -1.5102], [0.0732, -4.3324, -1.7097], [-0.5372, -5.2565, -0.8728], [-1.3436, -4.8078, 0.1625], [-1.5300, -3.4444, 0.3558], [-1.6220, 0.2162, -1.4918], [-2.7151, 1.0804, -1.4098], [-3.1262, 1.8296, -2.5042], [-2.4415, 1.7328, -3.7055], [-1.3338, 0.8995, -3.7982], [-0.9246, 0.1568, -2.6995], [1.0541, -0.2515, -0.7833], [0.4920, 0.8834, 0.4496], [1.2959, -2.0028, 1.1322], [0.8686, -0.7273, 2.2524], [5.5333, 0.4814, -0.1615], [6.4794, -0.1405, -2.3507], [5.3674, -1.8653, -3.7402], [3.3201, -2.9815, -2.9029], [2.3895, -2.3758, -0.7111], [3.0896, 1.6187, -0.8612], [2.7037, 4.0433, -0.9413], [2.3670, 5.3234, 1.1503], [2.4282, 4.1516, 3.3302], [2.8497, 1.7229, 3.4137], [0.3749, -2.2819, -2.1803], [0.7034, -4.6711, -2.5248], [-0.3833, -6.3177, -1.0275], [-1.8328, -5.5168, 0.8201], [-2.1676, -3.0993, 1.1620], [-3.2667, 1.1580, -0.4797], [-3.9934, 2.4716, -2.4150], [-2.7698, 2.2996, -4.5691], [-0.7858, 0.8234, -4.7306], [-0.0428, -0.4595, -2.8020], [-1.4607, 1.7693, 1.8575], [-2.4281, 1.6124, 2.5911], [-2.6909, 2.5276, 3.7861], [-4.0508, 2.0734, 4.2944], [-4.3378, 0.8107, 3.4823], [-5.2757, 0.0715, 3.7025], [-3.3917, 0.6414, 2.4920], [-2.6526, 3.5647, 3.4580], [-1.8894, 2.3789, 4.5115], [-4.8425, 2.7935, 4.0837], [-4.0882, 1.8390, 5.3569], [-4.6195, -1.8292, -0.4579], [-5.4860, -0.4761, -0.9596], [-6.0821, 0.4466, -1.3395]]}

=====

We obtain calculated total energy values of -3849.55728 -6074.04823 Eh for the records listed above, in that order.